ORCA calculation (wB97M-V/def2-TZVPD) on C10H15N4 as an isolated structure.

HOMO level (spin up / spin down) in eV: -11.12 / -11.05
LUMO energy (spin up / spin down) in eV: -4.13 / -4.30
Total charge: +1
Spin multiplicity: 1

```
29
Properties=species:S:1:pos:R:3:forces:R:3
N 0.766380 -1.032778 -0.871589 2.7 1.7 0.9
N 1.608292 0.405436 -0.162290 -2.2 -2.1 -1.3
N 1.318227 2.037980 1.515555 0.3 -0.2 0.0
N -0.470734 1.175459 0.591315 0.0 -0.1 -0.1
C 0.868958 1.152836 0.613409 -0.3 0.2 0.0
C 0.163600 -1.768623 0.101214 -0.8 -0.7 1.0
C -1.750490 -2.186982 -1.333811 -0.8 -0.4 -0.2
C 0.056675 -0.697727 -1.983706 -0.9 0.5 -1.1
C 3.031011 0.309901 -0.170223 0.5 -0.1 0.0
C 0.234829 2.787987 2.125866 -0.3 0.5 0.3
C -1.034320 -2.359364 -0.091249 0.5 0.3 0.2
C -1.019755 2.071285 1.592032 -0.3 0.1 0.3
C -2.898575 -2.844308 -1.605141 0.5 0.4 0.2
C -1.138050 -1.260528 -2.260138 0.5 0.3 0.1
H 3.437411 0.036353 0.806758 0.0 0.0 0.0
H -1.429322 -3.039048 0.646319 0.1 -0.1 0.2
H 0.753774 -1.939292 0.989346 0.0 0.0 0.1
H -1.732097 2.762581 1.137999 0.1 0.0 0.1
H -1.605589 -1.090988 -3.217860 0.0 0.1 -0.1
H -1.534028 1.502519 2.373363 0.1 0.1 -0.1
H -1.049975 0.556037 0.049405 0.2 -0.1 0.0
H 2.279578 2.306906 1.625460 0.1 -0.1 -0.1
H 0.308575 2.745860 3.214636 -0.1 0.0 -0.1
H 0.557950 -0.040232 -2.680409 0.0 0.0 0.0
H 0.266522 3.838018 1.818377 0.0 -0.2 0.0
H 3.303912 -0.457919 -0.892292 0.0 0.0 0.1
H -3.419747 -2.707589 -2.535765 -0.1 0.1 -0.2
H -3.338320 -3.518413 -0.890931 0.0 -0.1 0.1
H 3.465310 1.254633 -0.505650 0.0 0.0 0.0
```
Positions in Å, forces in eV/Å.

=====

ORCA calculation (wB97M-V/def2-TZVPD) on C25H25BN8O2Ti as an isolated structure.

HOMO level (spin up / spin down) in eV: -13.78 / -13.76
LUMO energy (spin up / spin down) in eV: -7.15 / -10.51
Total charge: +2
Spin multiplicity: 3

```
62
Properties=species:S:1:pos:R:3:forces:R:3
Ti -0.763824 -0.465145 1.142908 3.2 -13.6 4.7
O 2.028113 -0.025738 1.433063 -0.5 -1.2 0.7
O -0.160720 0.221554 -2.140940 1.1 0.1 -0.1
N 0.735191 -0.790248 -0.300130 2.8 2.9 -1.9
N 2.809546 0.308379 -0.584695 2.6 -0.9 -2.1
N -0.072703 -2.252571 1.684008 0.1 -1.5 0.8
N -2.903905 -3.133089 0.332882 -0.2 -0.5 0.1
N -3.009274 -1.964401 2.593898 -0.6 0.0 0.7
N -2.442273 -0.740647 2.462277 0.4 0.0 -0.3
N -2.479256 -2.153231 -0.509472 -0.1 -0.3 0.3
N -0.927888 -3.271134 1.974449 0.5 -0.9 0.3
C -4.173841 -0.576723 3.898244 0.5 0.4 -0.3
C -3.726351 -3.667589 -1.668310 0.2 0.3 0.4
C 0.258205 4.383975 0.075943 0.5 -0.5 0.1
C 3.086542 0.625679 -3.579773 1.1 -0.2 -1.7
C 0.554562 3.284601 -0.751414 0.4 -0.3 0.6
C 1.920149 -0.278803 0.234132 -0.1 -0.1 4.9
C 1.008332 4.630055 1.227040 -0.2 0.0 -0.3
C 0.790799 0.085777 -1.391368 -4.6 0.3 -2.0
C 2.608053 1.565706 -2.652791 -0.7 -0.2 0.5
C 3.481384 3.354514 -4.093857 -0.8 0.3 1.4
C 2.827465 2.945825 -2.938200 0.7 1.2 -1.2
C 3.749390 1.046911 -4.743959 -0.9 -1.6 1.5
C 1.156805 -4.039159 2.263070 0.0 0.6 -0.2
C 1.600480 2.387250 -0.435333 -0.4 0.8 0.8
C 1.190303 -2.697383 1.851848 -0.1 -1.2 0.4
C 2.063703 3.793805 1.552393 -0.2 -0.1 -0.4
C -4.056222 -1.893710 3.455143 0.8 0.2 -0.6
C -1.521784 0.883631 0.378623 -2.2 9.5 -2.7
C -2.970540 -2.470815 -1.714457 0.0 0.1 -0.1
C 3.944250 2.406992 -4.998439 0.3 0.4 -0.4
C 2.359660 2.702611 0.743906 -0.4 -0.3 -1.0
C -3.657379 -4.057193 -0.335297 0.4 0.7 -0.2
C 1.939288 1.114518 -1.341626 0.9 2.4 -0.5
C -3.130484 0.108969 3.247590 -0.7 -0.2 0.4
C -0.199941 -4.359768 2.326593 -0.4 0.7 -0.2
B -2.491989 -3.198670 1.813733 0.0 -0.7 0.0
H -2.768026 -1.822339 -2.569963 -0.1 -0.3 0.4
H -1.013702 1.491878 -0.381048 -0.9 0.1 -0.2
H 2.520960 3.741214 -2.277915 -0.2 -0.2 0.3
H 4.121879 0.318515 -5.449107 -0.1 -0.1 0.0
H -4.086325 -4.911360 0.189148 0.2 0.4 -0.2
H 2.960492 -0.431937 -3.396218 -0.1 0.0 0.0
H 3.718464 0.682068 -0.280302 -1.0 -0.4 0.4
H -4.902399 -0.173984 4.600190 0.3 -0.2 -0.3
H -0.706809 -5.286246 2.591884 0.2 0.3 -0.1
H -4.636210 -2.785917 3.687968 0.2 0.4 -0.1
H 3.636864 4.411251 -4.277674 0.0 -0.1 0.0
H -0.557503 5.045974 -0.168032 -0.1 0.0 -0.2
H 0.781285 5.471806 1.870073 -0.1 0.0 -0.1
H 2.003741 -4.685747 2.485786 -0.4 0.3 -0.1
H -2.833090 1.155890 3.313643 -0.2 -0.4 0.0
H -0.045187 3.124579 -1.636270 -0.1 0.0 -0.2
H 2.659327 3.984637 2.439774 0.0 -0.1 -0.2
H -4.253503 -4.167758 -2.480750 0.3 0.3 0.4
H -2.937385 -4.209138 2.315062 0.1 0.4 -0.2
H 3.200330 2.124854 1.086667 0.0 -0.4 -0.2
H -1.967205 -0.016575 -0.084814 -0.8 -0.8 -0.9
H 2.027883 -2.025866 1.672077 -0.4 -0.7 0.4
H 4.461662 2.734618 -5.891371 0.0 -0.1 0.0
H -2.306327 1.441665 0.910182 0.1 0.1 -0.5
H -0.503064 0.973182 1.219328 -0.5 4.9 -0.6
```
Positions in Å, forces in eV/Å.

=====

ORCA calculation (wB97M-V/def2-TZVPD) on C4H3LuO2 as an isolated structure.

HOMO level (spin up / spin down) in eV: -16.43 / -16.42
LUMO energy (spin up / spin down) in eV: -11.94 / -11.94
Total charge: +2
Spin multiplicity: 1

```
10
Properties=species:S:1:pos:R:3:forces:R:3
Lu 2.637601 0.501794 0.047448 -1.9 -0.9 -0.1
O 1.658547 -1.374834 -0.456683 2.8 0.9 -0.5
O 0.701976 1.389938 0.290486 3.4 2.0 -0.2
C 0.518950 -1.410784 -0.085103 -2.9 0.5 0.9
C -1.237799 0.117922 -0.250467 -0.2 0.8 0.1
C -0.680180 1.343145 -0.133201 -2.6 -1.6 -1.1
C -0.704963 -1.176575 0.280227 1.0 -0.3 0.0
H -2.248177 0.066471 -0.664502 0.3 0.1 0.2
H -1.274806 -1.868216 0.902263 0.0 0.1 -0.2
H 0.628851 2.411143 0.069531 0.2 -1.6 0.8
```
Positions in Å, forces in eV/Å.